Entry from OMol25: a structure of composition C35H31BF2O4 at a distorted geometry (ωB97M-V/def2-TZVPD).

Properties
net charge = 0
ΔE to the lowest compared entry with this formula, charge and spin = 5.766 eV
gap between HOMO and LUMO = 0.17863 Eh
HOMO = -5.9550 eV
lowest unoccupied orbital energy = -0.0402 Ha
spin multiplicity = 1

```
73
Properties=species:S:1:pos:R:3:forces:R:3:lowdin_charge:R:1
C -5.3411 -3.2069 2.1884 -0.75 -0.75 0.12 -0.026
C -4.0743 -2.6551 1.7006 1.32 0.82 -0.92 -0.313
C -2.8174 -2.4209 2.1902 -0.40 0.08 -0.20 -0.004
C -2.1125 -1.6767 1.1886 -0.11 -0.07 -1.21 0.004
C -2.9322 -1.5650 0.0643 -1.78 -2.55 3.88 -0.190
B 1.8483 -0.0944 0.1575 -1.54 -0.79 -1.13 -0.439
C 1.5682 0.3733 1.5528 -1.14 2.48 1.12 -0.150
C 0.7585 1.3621 2.0998 0.61 -0.90 -0.39 -0.001
C 1.2274 1.6034 3.4141 1.15 -0.57 -0.08 -0.011
C 2.3779 0.8385 3.5519 -1.72 0.37 -1.21 -0.314
C 3.5172 0.9508 4.4381 0.81 -0.04 1.45 -0.023
O 2.5311 0.0103 2.4668 -0.33 1.31 0.60 0.081
C 2.2520 -1.5376 0.1905 0.44 -2.53 -0.73 -0.152
C 1.2552 -2.4535 -0.0231 0.28 0.50 -0.04 -0.006
C 1.8596 -3.7211 -0.2177 1.74 0.81 0.78 -0.004
C 3.2078 -3.5005 -0.0045 -2.03 0.55 -0.21 -0.328
C 4.2286 -4.4984 -0.2106 1.07 -1.27 -0.29 -0.043
O 3.4805 -2.1695 0.2799 -1.08 -1.02 -0.99 0.082
C -3.1775 -0.6434 -1.0167 2.17 -2.21 -0.99 -0.405
C -4.0790 -0.8931 -2.2312 -0.37 1.14 0.89 0.143
C -4.9700 0.1368 -2.3255 0.01 -1.83 -0.98 0.027
C -4.8028 0.9518 -1.1924 2.82 -1.07 2.26 -0.248
C -5.2983 2.2807 -0.9302 -0.75 1.25 0.17 0.019
O -3.9200 0.4286 -0.3366 -3.36 3.34 -1.24 0.110
O -4.1226 -2.1757 0.4126 -0.63 -0.49 0.75 0.049
H -5.4597 -3.1712 3.2781 0.27 0.09 -0.27 0.087
H -6.1756 -2.6505 1.7354 0.24 -0.20 0.16 0.089
H -5.4343 -4.2621 1.8848 -0.15 0.25 0.09 0.087
H -2.4355 -2.7027 3.1702 -0.18 0.16 -0.34 0.113
H -1.1104 -1.2658 1.2738 -0.42 -0.06 0.19 0.096
H -0.0125 1.9291 1.5857 0.09 -0.38 0.08 0.110
H 0.8114 2.3166 4.1112 0.30 -0.04 0.03 0.108
H 3.4673 1.9083 4.9813 0.03 -0.35 -0.22 0.094
H 3.5117 0.1543 5.1992 0.33 0.13 -0.22 0.088
H 4.4588 0.9321 3.8634 -0.38 -0.12 0.28 0.092
H 0.2086 -2.1978 -0.0023 0.06 -0.17 -0.36 0.081
H 1.4241 -4.6640 -0.4981 -0.08 -0.03 0.14 0.109
H 3.7138 -5.4645 -0.1440 0.25 0.08 0.12 0.086
H 4.6384 -4.4856 -1.2302 0.18 0.27 0.21 0.088
H 5.0447 -4.5036 0.5104 0.04 0.12 0.01 0.084
H -3.9265 -1.7311 -2.8998 0.04 0.23 0.00 0.141
H -5.6848 0.3177 -3.1302 0.30 0.01 0.34 0.129
H -5.7433 2.7234 -1.8272 -0.04 -0.15 0.16 0.102
H -6.0480 2.2564 -0.1318 -0.01 0.04 -0.09 0.107
H -4.4983 2.9468 -0.5925 0.02 -0.27 -0.01 0.102
F -2.2539 4.4916 -1.8972 0.21 -0.56 -0.17 0.020
C -2.0425 3.2292 -2.4000 -0.09 0.49 -0.33 -0.269
C -2.3190 3.0143 -3.7480 -0.39 -0.14 0.43 -0.033
C -2.0687 1.7352 -4.2540 0.46 0.41 -0.36 -0.090
C -1.6092 0.7277 -3.4248 -0.73 -0.11 0.65 -0.043
C -1.6705 0.8898 -2.0163 1.48 1.18 -1.22 -0.248
C -1.8289 -0.2668 -1.1637 2.31 1.12 -1.58 -0.088
C 1.3657 0.7706 -0.9810 -1.85 -0.61 -0.66 0.053
C 2.5964 0.6820 -1.5886 1.58 1.19 1.18 0.043
C 3.7474 1.3045 -0.8613 0.44 1.49 -0.99 -0.190
C 3.5328 2.4675 -0.0910 0.30 -0.05 0.39 0.048
C 4.5148 2.8615 0.8057 -0.46 -0.01 0.26 -0.240
F 4.2087 3.8561 1.7050 0.42 -0.47 -0.86 0.035
C 5.7408 2.2069 0.9249 -0.26 -0.29 -0.12 -0.010
C 5.9380 1.0477 0.1654 -0.07 0.44 0.18 -0.060
C 4.9599 0.6078 -0.7177 -0.38 -0.23 -0.46 -0.035
C -1.6533 2.2206 -1.5348 -0.58 -0.45 -0.29 0.017
H -2.8084 3.7914 -4.3338 0.39 -0.11 0.08 0.112
H -2.2124 1.5342 -5.3138 0.06 0.12 0.13 0.102
H -1.3227 -0.2548 -3.8009 -0.40 0.15 0.01 0.116
H -0.9588 -0.7105 -0.6827 -0.77 0.27 0.04 0.071
H 0.6091 1.5395 -0.9456 0.97 1.04 0.99 0.083
H 2.7713 0.0714 -2.4750 0.47 -1.44 0.99 0.145
H 2.5688 2.9813 -0.1143 0.37 -0.16 0.08 0.141
H 6.4768 2.5601 1.6391 -0.12 -0.08 -0.05 0.116
H 6.8486 0.4609 0.2860 -0.20 0.24 -0.04 0.111
H 5.0845 -0.3436 -1.2395 0.02 0.33 0.09 0.121
H -1.4293 2.4133 -0.4871 -0.47 0.03 -0.11 0.122
```
Positions in Å, forces in eV/Å.